[1]
Computed, not measured: 2 unconnected molecules or ions with the total composition C9H14, with the ωB97M-V functional and the def2-TZVPD basis.

Properties
Kohn-Sham gap (eV): 9.822
HOMO (hartree): -0.32440
Calculated total energy (eV): -9558.5551
Energy relative to the best compared isomer or geometry (same formula, charge and spin) (kJ/mol): 156.9
SMILES: Cc1ccccc1.CC

Geometry (Å):
C  0.906  -0.807  2.480
C  -0.436  2.150  0.798
C  0.268  2.172  -0.452
C  -0.398  1.075  1.638
C  0.595  0.094  1.357
C  1.106  1.207  -0.803
C  1.215  0.154  0.145
H  -0.865  3.070  1.179
H  0.142  2.968  -1.169
H  -0.901  1.034  2.638
H  1.833  1.123  -1.663
H  1.012  -0.330  3.533
H  1.862  -1.378  2.364
H  1.930  -0.648  -0.208
H  0.132  -1.656  2.414
C  -0.713  -1.827  -2.158
C  -2.020  -2.688  -2.289
H  -0.357  -1.892  -1.145
H  -0.063  -2.171  -2.911
H  -0.727  -0.831  -2.446
H  -1.806  -3.737  -2.293
H  -2.745  -2.490  -1.440
H  -2.595  -2.240  -3.153



[2]
Computed, not measured: 3 unconnected molecules or ions with the total composition C28H30F3N3O7, with the ωB97M-V functional and the def2-TZVPD basis.

Properties
Kohn-Sham gap (eV): 6.656
HOMO (hartree): -0.32331
Calculated total energy (eV): -56450.7627
SMILES: [H]/N=C(/C)Cc1c(F)cc(N(C(=O)F)C(=O)F)c2c1C(=O)N(COc1ccccc1)C2=O.C1CCOC1.C1CCOC1

Geometry (Å):
C  0.163  -2.176  -1.713
C  -0.759  -0.804  -1.965
N  -1.539  -0.646  -3.116
C  -0.655  0.359  -0.815
C  -1.353  -0.015  0.620
C  -3.015  -0.081  0.776
F  -3.775  0.183  -0.499
C  -3.783  -0.450  2.202
C  -2.853  -0.720  3.543
N  -3.370  -1.062  4.923
C  -4.795  -0.608  5.150
O  -4.963  0.392  6.059
F  -6.003  -1.191  4.512
C  -3.156  -2.524  5.249
O  -2.788  -3.448  4.326
F  -3.305  -3.058  6.649
C  -1.227  -0.649  3.339
C  -0.433  -0.335  1.939
C  1.188  -0.413  2.173
O  2.139  -0.039  1.279
N  1.336  -0.999  3.559
C  1.529  -2.493  3.687
O  2.244  -3.130  2.570
C  1.775  -4.554  2.624
C  1.793  -5.381  4.078
C  1.261  -6.924  4.272
C  0.664  -7.741  2.982
C  0.645  -6.951  1.523
C  1.183  -5.384  1.338
C  0.032  -0.850  4.371
O  -0.056  -0.846  5.705
H  1.250  -1.879  -2.048
H  -0.282  -3.101  -2.276
H  0.181  -2.309  -0.528
H  -2.026  0.293  -3.088
H  0.469  0.716  -0.665
H  -1.229  1.313  -1.228
H  -4.959  -0.514  2.261
H  0.435  -2.964  3.767
H  2.024  -2.681  4.744
H  2.190  -4.833  5.054
H  1.288  -7.406  5.362
H  0.259  -8.838  3.084
H  0.176  -7.576  0.621
H  1.139  -4.840  0.291
C  0.850  1.824  -6.221
C  2.018  2.485  -5.535
C  1.638  2.364  -4.075
O  0.858  1.167  -3.946
C  0.509  0.706  -5.259
H  1.078  1.465  -7.228
H  0.012  2.527  -6.288
H  2.934  1.916  -5.731
H  2.184  3.519  -5.848
H  1.014  3.205  -3.755
H  2.510  2.307  -3.418
H  1.104  -0.190  -5.467
H  -0.550  0.437  -5.287
C  1.324  7.362  -2.647
C  1.072  6.870  -1.246
C  0.456  5.510  -1.494
O  1.017  5.016  -2.718
C  1.715  6.089  -3.365
H  2.091  8.139  -2.709
H  0.396  7.761  -3.073
H  2.025  6.757  -0.715
H  0.428  7.529  -0.657
H  -0.628  5.584  -1.629
H  0.660  4.804  -0.684
H  2.789  5.894  -3.270
H  1.457  6.109  -4.427



[3]
Computed, not measured: 20 unconnected molecules or ions with the total composition C100H210N10O20, with the ωB97M-V functional and the def2-TZVPD basis.

Properties
Kohn-Sham gap (eV): 8.315
HOMO (hartree): -0.28821
Calculated total energy (eV): -162955.6830

Geometry (Å):
O  5.745  15.136  21.539
C  4.742  14.747  22.082
O  3.699  15.520  22.422
C  2.743  14.687  23.106
C  3.392  13.369  23.511
C  4.527  13.318  22.570
H  1.914  14.569  22.456
H  2.381  15.383  23.869
H  2.684  12.602  23.261
H  3.700  13.411  24.584
H  4.297  12.660  21.757
H  5.502  12.949  22.951
O  10.045  20.318  21.126
C  9.056  19.674  21.328
O  9.035  18.335  21.158
C  7.728  17.845  21.526
C  7.099  18.919  22.434
C  7.749  20.164  21.850
H  7.823  16.892  22.078
H  7.177  17.708  20.569
H  7.323  18.730  23.495
H  6.048  19.015  22.309
H  7.931  20.997  22.544
H  7.219  20.480  20.977
O  14.359  16.904  30.841
C  14.142  18.056  30.578
O  14.917  19.073  31.047
C  14.507  20.355  30.518
C  13.432  20.117  29.512
C  13.163  18.646  29.635
H  15.341  20.874  30.030
H  14.170  20.930  31.372
H  13.751  20.368  28.514
H  12.573  20.697  29.737
H  13.296  17.976  28.801
H  12.133  18.572  30.035
O  11.266  20.601  31.648
C  10.643  21.598  31.572
O  11.201  22.709  30.863
C  10.574  23.854  31.380
C  9.114  23.428  31.698
C  9.306  21.973  32.179
H  10.519  24.670  30.660
H  11.014  24.253  32.312
H  8.492  23.531  30.798
H  8.620  24.039  32.442
H  8.510  21.278  31.891
H  9.443  21.904  33.259
O  9.669  24.316  28.461
C  10.616  23.962  27.815
O  10.786  22.651  27.467
C  11.913  22.506  26.521
C  12.820  23.764  26.792
C  11.779  24.743  27.203
H  11.561  22.673  25.498
H  12.283  21.504  26.696
H  13.255  24.124  25.857
H  13.691  23.641  27.420
H  11.358  25.307  26.370
H  12.108  25.535  27.877
O  17.245  17.385  27.133
C  17.717  17.074  28.182
O  18.440  17.920  28.903
C  18.473  17.538  30.296
C  17.896  16.130  30.395
C  17.603  15.771  28.958
H  17.872  18.239  30.854
H  19.504  17.536  30.648
H  16.977  16.063  30.958
H  18.592  15.444  30.898
H  16.632  15.343  28.779
H  18.368  15.129  28.532
O  4.400  21.090  21.349
C  4.502  21.690  22.367
O  4.026  21.223  23.566
C  4.299  22.119  24.620
C  5.429  23.048  24.143
C  5.227  23.024  22.630
H  4.423  21.559  25.545
H  3.434  22.784  24.822
H  6.410  22.702  24.460
H  5.238  24.022  24.552
H  6.099  23.086  22.019
H  4.534  23.772  22.280
O  9.626  22.931  23.664
C  9.887  23.179  22.536
O  8.918  23.231  21.643
C  9.455  23.626  20.315
C  10.841  24.199  20.590
C  11.237  23.476  21.872
H  8.759  24.331  19.796
H  9.421  22.680  19.706
H  10.770  25.267  20.850
H  11.573  24.084  19.810
H  11.967  24.019  22.495
H  11.614  22.506  21.621
O  7.571  18.218  15.596
C  7.731  17.445  16.482
O  8.866  17.200  17.114
C  8.718  16.179  18.120
C  7.345  15.592  18.014
C  6.628  16.611  17.178
H  8.991  16.606  19.091
H  9.499  15.459  17.910
H  6.837  15.360  18.950
H  7.425  14.691  17.430
H  5.975  17.232  17.818
H  5.941  16.185  16.412
O  11.966  15.881  27.963
C  11.291  15.325  28.780
O  10.179  15.876  29.271
C  9.642  15.061  30.357
C  10.803  14.197  30.764
C  11.532  13.973  29.481
H  8.816  14.425  29.996
H  9.306  15.671  31.187
H  10.438  13.419  31.375
H  11.474  14.789  31.423
H  10.971  13.196  28.895
H  12.605  13.806  29.491
C  14.089  18.052  26.265
C  14.979  19.136  25.701
N  14.124  20.226  25.240
C  14.899  21.419  24.876
C  15.813  21.275  23.719
C  13.386  19.771  24.079
C  12.522  20.754  23.408
H  13.159  18.477  26.675
H  14.606  17.421  26.981
H  13.738  17.404  25.497
H  15.731  19.448  26.455
H  15.655  18.748  24.895
H  14.229  22.263  24.758
H  15.515  21.765  25.703
H  16.581  22.091  23.749
H  16.247  20.272  23.629
H  15.229  21.438  22.798
H  12.725  18.904  24.313
H  14.114  19.398  23.368
H  12.098  20.376  22.494
H  12.941  21.721  23.190
H  11.631  21.054  24.045
C  3.123  25.736  31.379
C  4.593  26.152  31.297
N  5.226  25.884  29.979
C  5.748  24.551  29.788
C  6.437  24.279  28.489
C  6.085  26.970  29.525
C  7.413  26.928  30.235
H  2.498  26.084  30.535
H  2.670  26.025  32.315
H  3.123  24.648  31.320
H  4.672  27.220  31.476
H  5.080  25.674  32.170
H  6.436  24.265  30.581
H  4.866  23.892  29.866
H  7.390  24.827  28.420
H  6.700  23.216  28.485
H  5.858  24.506  27.597
H  5.569  27.888  29.727
H  6.210  26.837  28.450
H  7.944  27.895  30.231
H  8.083  26.185  29.790
H  7.262  26.570  31.262
C  14.227  16.371  22.518
C  13.139  15.965  21.590
N  13.216  16.582  20.306
C  12.538  17.829  20.289
C  12.698  18.651  19.021
C  12.831  15.633  19.290
C  13.940  14.607  19.095
H  14.415  17.419  22.493
H  15.193  16.034  22.194
H  14.064  16.017  23.521
H  13.063  14.867  21.510
H  12.195  16.216  22.067
H  11.478  17.726  20.511
H  12.928  18.516  21.060
H  13.821  18.934  18.955
H  12.424  18.127  18.108
H  12.063  19.554  19.111
H  12.626  16.144  18.331
H  11.911  15.129  19.574
H  13.759  13.874  18.297
H  13.970  13.993  20.030
H  14.932  15.052  18.928
C  8.860  10.604  22.696
C  8.391  11.842  22.021
N  9.349  12.410  21.082
C  9.066  13.772  20.700
C  9.539  14.660  21.811
C  9.372  11.571  19.901
C  10.663  11.623  19.098
H  9.972  10.643  22.684
H  8.519  9.670  22.300
H  8.649  10.583  23.757
H  7.386  11.670  21.597
H  8.237  12.606  22.753
H  8.002  14.020  20.464
H  9.713  14.019  19.840
H  10.572  14.404  22.091
H  8.998  14.507  22.728
H  9.549  15.705  21.499
H  9.202  10.560  20.218
H  8.482  11.825  19.330
H  10.624  11.080  18.176
H  10.843  12.617  18.737
H  11.546  11.242  19.577
C  5.021  21.364  32.698
C  4.936  21.042  31.210
N  6.004  20.114  30.816
C  5.639  18.728  31.052
C  6.729  17.743  30.871
C  6.521  20.345  29.531
C  5.535  20.149  28.321
H  4.331  22.188  32.857
H  6.019  21.745  32.934
H  4.669  20.615  33.391
H  4.003  20.668  30.827
H  5.136  21.990  30.737
H  5.190  18.726  32.075
H  4.774  18.396  30.398
H  7.008  17.798  29.812
H  7.588  17.921  31.557
H  6.400  16.723  31.029
H  7.406  19.748  29.358
H  6.955  21.359  29.539
H  4.636  20.767  28.372
H  5.219  19.105  28.205
H  6.036  20.363  27.395
C  6.736  18.747  34.474
C  6.848  17.223  34.540
N  8.059  16.669  33.869
C  8.031  15.200  34.050
C  7.073  14.481  33.154
C  9.299  17.207  34.457
C  10.461  17.000  33.562
H  6.830  19.111  33.460
H  7.434  19.247  35.114
H  5.738  19.003  34.873
H  6.840  16.984  35.613
H  5.929  16.826  34.069
H  9.047  14.814  33.889
H  7.777  14.938  35.095
H  7.449  14.449  32.151
H  6.820  13.462  33.487
H  6.101  15.029  33.167
H  9.527  16.806  35.457
H  9.178  18.298  34.518
H  11.304  17.588  33.888
H  10.152  17.263  32.546
H  10.705  15.932  33.601
C  14.495  14.262  25.947
C  13.067  13.931  25.552
N  12.937  12.660  24.914
C  11.558  12.140  24.906
C  11.143  11.707  26.286
C  13.591  12.615  23.598
C  14.246  11.327  23.252
H  14.528  15.339  26.235
H  15.161  14.059  25.104
H  14.781  13.643  26.777
H  12.451  13.950  26.472
H  12.645  14.656  24.831
H  10.831  12.872  24.516
H  11.616  11.262  24.203
H  10.822  12.582  26.821
H  10.269  11.053  26.157
H  11.915  11.170  26.835
H  14.288  13.465  23.558
H  12.817  12.747  22.764
H  14.997  11.094  23.992
H  14.650  11.317  22.223
H  13.465  10.548  23.340
C  4.357  17.228  25.109
C  5.701  16.573  24.960
N  5.743  15.232  25.360
C  7.047  14.680  24.975
C  7.227  13.224  25.521
C  5.361  14.970  26.719
C  6.019  15.803  27.819
H  4.195  17.516  26.125
H  3.489  16.592  24.900
H  4.221  18.107  24.483
H  6.088  16.618  23.935
H  6.484  17.150  25.526
H  7.881  15.291  25.285
H  7.094  14.663  23.868
H  7.288  13.292  26.588
H  8.154  12.853  25.128
H  6.469  12.630  25.104
H  4.299  15.280  26.684
H  5.303  13.902  26.889
H  7.071  15.796  27.663
H  5.638  16.829  27.672
H  5.696  15.433  28.820
C  9.818  18.960  28.176
C  8.780  18.257  27.264
N  8.997  18.241  25.855
C  10.087  17.324  25.569
C  10.185  17.099  24.054
C  9.276  19.592  25.346
C  8.259  20.583  25.811
H  10.788  18.624  27.893
H  9.686  18.635  29.252
H  9.729  20.039  28.166
H  8.733  17.251  27.605
H  7.815  18.749  27.508
H  11.047  17.765  25.861
H  10.004  16.346  26.140
H  10.916  16.298  23.912
H  9.197  16.841  23.641
H  10.443  17.979  23.559
H  9.395  19.700  24.246
H  10.289  19.877  25.725
H  7.289  20.139  25.703
H  8.369  21.559  25.342
H  8.346  20.802  26.868
C  6.811  29.737  23.473
C  6.448  28.295  23.735
N  7.519  27.567  24.468
C  8.797  27.660  23.741
C  8.823  26.972  22.389
C  7.146  26.252  24.883
C  8.270  25.512  25.650
H  7.153  30.247  24.402
H  5.959  30.391  23.213
H  7.568  29.833  22.691
H  5.565  28.226  24.353
H  6.115  27.772  22.792
H  9.124  28.679  23.567
H  9.578  27.255  24.409
H  8.127  27.470  21.688
H  9.827  27.061  21.935
H  8.591  25.872  22.468
H  6.811  25.609  24.056
H  6.287  26.371  25.574
H  7.858  24.616  26.142
H  8.612  26.197  26.469
H  9.090  25.240  25.012